{
  "formula": "CH2N4",
  "method": "the ωB97M-V functional and the def2-TZVPD basis",
  "species": ["C", "N", "N", "N", "N", "H", "H"],
  "positions_angstrom": [[0.216, -0.044, -0.199], [0.985, -1.142, -2.434], [0.965, 0.054, -2.421], [0.978, -2.257, -2.415], [0.505, 0.612, -1.234], [-0.250, 0.410, 0.583], [0.432, -1.160, -0.033]],
  "total_energy_ev": -7025.8603,
  "homo_lumo_gap_ev": 10.5,
  "e_above_lowest_kj_mol": 394.2,
  "total_charge": 0
}

***

{
  "formula": "CH2N4",
  "method": "the ωB97M-V functional and the def2-TZVPD basis",
  "species": ["C", "N", "N", "N", "N", "H", "H"],
  "positions_angstrom": [[0.514, 0.563, 0.014], [-0.647, 1.223, -0.065], [-1.618, 0.199, 0.052], [-0.979, -0.924, -0.115], [0.251, -0.731, -0.067], [1.570, 1.051, -0.180], [0.909, -1.382, 0.362]],
  "total_energy_ev": -7027.3684,
  "smiles": "c1nnn[nH]1",
  "homo_lumo_gap_ev": 11.5,
  "e_above_lowest_kj_mol": 248.6,
  "total_charge": 0
}

***

{
  "formula": "CH2N4O",
  "method": "the ωB97M-V functional and the def2-TZVPD basis",
  "species": ["O", "C", "N", "N", "N", "N", "H", "H"],
  "positions_angstrom": [[1.899, -0.286, -0.230], [0.597, -0.142, -0.030], [-0.216, -1.246, -0.329], [-1.378, -0.951, 0.005], [-1.346, 0.471, 0.520], [-0.041, 0.890, 0.396], [2.344, 0.543, -0.008], [-1.860, 0.722, -0.324]],
  "total_energy_ev": -9074.8416,
  "smiles": "Oc1nn[nH]n1",
  "homo_lumo_gap_ev": 10.8,
  "e_above_lowest_kj_mol": 140.5,
  "total_charge": 0
}

***

{
  "formula": "CH2N4O",
  "method": "the ωB97M-V functional and the def2-TZVPD basis",
  "species": ["O", "N", "C", "N", "N", "N", "H", "H"],
  "positions_angstrom": [[-1.465, -0.898, 0.208], [-0.443, -0.163, -0.116], [0.844, -0.418, -0.028], [1.519, 0.700, -0.320], [0.581, 1.634, -0.630], [-0.582, 1.096, -0.479], [-1.790, -0.567, 1.069], [1.337, -1.384, 0.295]],
  "total_energy_ev": -9073.7392,
  "smiles": "On1cnnn1",
  "homo_lumo_gap_ev": 11.2,
  "e_above_lowest_kj_mol": 246.9,
  "total_charge": 0
}

***

{
  "formula": "CH2N4O",
  "method": "the ωB97M-V functional and the def2-TZVPD basis",
  "species": ["C", "N", "N", "N", "N", "O", "H", "H"],
  "positions_angstrom": [[1.045, 0.893, 0.169], [-1.648, 1.077, -0.677], [-0.807, 1.045, 0.387], [-1.551, -0.253, -0.742], [-0.804, -0.345, 0.382], [1.637, 0.795, -0.850], [1.257, 1.125, 1.291], [-1.987, -0.869, -1.338]],
  "total_energy_ev": -9071.0366,
  "homo_lumo_gap_ev": 9.4,
  "e_above_lowest_kj_mol": 507.6,
  "total_charge": 0
}

***

{
  "formula": "CH2N4O",
  "method": "the ωB97M-V functional and the def2-TZVPD basis",
  "species": ["H", "N", "C", "N", "N", "N", "O", "H"],
  "positions_angstrom": [[-2.459, 0.770, -0.097], [-2.011, -0.135, -0.007], [-0.763, 0.055, -0.042], [0.102, 1.165, 0.063], [1.309, 0.769, -0.018], [1.284, -0.545, -0.060], [0.031, -1.080, 0.056], [2.004, -1.234, 0.058]],
  "total_energy_ev": -9073.7997,
  "smiles": "[H]/N=c1\\nn[nH]o1",
  "homo_lumo_gap_ev": 9.6,
  "e_above_lowest_kj_mol": 241.1,
  "total_charge": 0
}

***

Question: Which formula does entry 2 have?
Answer: CH2N4